Record 1
{"formula": "H22O11", "method": "ωB97M-V/def2-TZVPD", "symbols": ["O", "H", "H", "O", "H", "H", "O", "H", "H", "O", "H", "H", "O", "H", "H", "O", "H", "H", "O", "H", "H", "O", "H", "H", "O", "H", "H", "O", "H", "H", "O", "H", "H"], "positions_angstrom": [[-10.2715, 14.6461, 24.1711], [-10.9240, 14.4473, 23.4996], [-9.4794, 14.8629, 23.6793], [-15.6226, 9.0010, 21.5959], [-16.5361, 9.1607, 21.8332], [-15.1268, 9.2309, 22.3818], [-12.9790, 9.5285, 19.9104], [-12.9605, 8.8194, 20.5531], [-13.9055, 9.6309, 19.6926], [-14.2092, 9.5078, 23.8737], [-13.6011, 9.7696, 24.5650], [-14.9351, 9.0908, 24.3378], [-9.4275, 12.5075, 21.1277], [-10.2512, 12.9935, 21.1664], [-8.7704, 13.1226, 21.4536], [-11.7277, 14.1768, 21.6166], [-12.1947, 13.3447, 21.5407], [-12.0312, 14.6914, 20.8687], [-12.5562, 11.7600, 22.2854], [-13.1089, 10.9964, 22.4520], [-12.0566, 11.8755, 23.0937], [-13.9977, 12.4708, 19.8373], [-13.3169, 12.1884, 20.4480], [-13.6486, 13.2691, 19.4412], [-13.7776, 12.6497, 26.3956], [-13.2604, 12.4661, 25.6114], [-14.6310, 12.9256, 26.0611], [-9.9764, 9.2155, 22.3948], [-10.7938, 8.8461, 22.0607], [-10.1481, 10.1546, 22.4642], [-11.8042, 12.1539, 24.7187], [-11.3063, 11.7213, 25.4124], [-11.3688, 12.9982, 24.6014]], "energy_ha": -840.822914, "homo_ha": -0.4076, "smiles": "O.O.O.O.O.O.O.O.O.O.O", "homo_lumo_gap_ha": 0.4039, "molar_mass_g_mol": 198.2}

---

Record 2
{"formula": "H22O11", "method": "ωB97M-V/def2-TZVPD", "symbols": ["O", "H", "H", "O", "H", "H", "O", "H", "H", "O", "H", "H", "O", "H", "H", "O", "H", "H", "O", "H", "H", "O", "H", "H", "O", "H", "H", "O", "H", "H", "O", "H", "H"], "positions_angstrom": [[-1.2184, -1.5047, -2.6540], [-1.6737, -1.1513, -1.8898], [-1.1983, -0.7792, -3.2781], [2.5915, -1.7073, -1.3179], [2.0853, -2.4466, -0.9810], [3.5004, -2.0063, -1.2903], [1.4180, 0.3162, 3.1751], [0.5517, 0.6125, 2.8961], [1.4565, 0.5307, 4.1071], [0.1014, 2.6540, -2.0982], [0.2605, 3.5451, -1.7871], [0.2457, 2.1021, -1.3296], [-0.6928, 2.4758, 1.6895], [0.1531, 2.8798, 1.8830], [-0.4865, 1.7672, 1.0800], [3.6267, 0.3802, 1.2020], [3.0126, 0.5475, 1.9170], [3.0729, 0.2884, 0.4267], [-2.2484, -0.4543, -0.4740], [-2.4819, 0.2706, 0.1058], [-2.8290, -1.1684, -0.2112], [-1.2974, 0.7365, -4.0572], [-0.9849, 1.1416, -3.2482], [-1.3427, 1.4578, -4.6848], [-1.6547, -0.5445, 3.1078], [-1.5101, -1.1515, 2.3820], [-1.8514, -1.1078, 3.8562], [0.4018, 0.5293, 0.0189], [-0.3770, 0.4377, -0.5299], [0.5398, -0.3432, 0.3875], [-0.3137, -2.3977, 0.4395], [-0.0626, -2.8666, 1.2353], [-0.7944, -3.0436, -0.0782]], "energy_ha": -840.432991, "homo_ha": [-0.5197, -0.4874], "charge": 1, "homo_lumo_gap_ha": [0.3988, 0.0909], "multiplicity": 2, "molar_mass_g_mol": 198.2}